# 1
126
Properties=species:S:1:pos:R:3 method="wB97M-V/def2-TZVPD" spin_multiplicity=1 total_charge=0 lumo_energy_ev=0.528 homo_energy_ev=-7.791 gap_ev=8.3
C -1.5951 -0.6781 0.8306
O -2.3214 -1.3429 -0.2538
C -3.3038 -0.4528 -0.7825
C -4.0426 -1.1492 -1.9621
N -3.2256 -1.4630 -3.1282
C -3.9432 -2.2465 -4.1069
C -3.1034 -2.7501 -5.2189
O -1.8998 -3.3780 -4.6313
C -1.0607 -3.9734 -5.5407
H -0.9224 -0.0335 0.2649
H -1.0381 -1.4891 1.2999
H -2.1406 -0.1140 1.5871
H -2.8818 0.5080 -1.0774
H -4.1171 -0.2655 -0.0815
H -4.8279 -0.4384 -2.2192
H -4.5292 -2.0709 -1.6431
H -2.3979 -2.0032 -2.9203
H -4.7204 -1.6263 -4.5536
H -4.4923 -3.0618 -3.6360
H -2.8040 -1.9282 -5.8692
H -3.5902 -3.5028 -5.8391
H -0.2260 -4.3021 -4.9216
H -0.7651 -3.2706 -6.3198
H -1.5196 -4.8625 -5.9731
C -2.6656 -0.3223 3.4509
O -1.2426 -0.6551 3.4476
C -0.4377 0.2313 2.6227
C 0.8910 -0.4708 2.4040
N 0.7274 -1.6401 1.5822
C 1.8653 -2.5361 1.7143
C 1.6002 -3.9130 1.0594
O 0.6829 -4.8070 1.7193
C 0.8252 -6.0664 1.1339
H -2.8317 0.6281 3.9580
H -3.2720 -1.0051 4.0459
H -3.0528 -0.2332 2.4359
H -0.1273 1.1499 3.1206
H -0.9339 0.4725 1.6826
H 1.2910 -0.7503 3.3786
H 1.5820 0.2643 1.9915
H -0.0022 -2.2151 1.9785
H 1.9661 -2.7591 2.7765
H 2.8225 -2.1400 1.3752
H 2.5839 -4.3778 0.9922
H 1.3385 -3.7038 0.0222
H 0.0842 -6.6541 1.6759
H 1.8360 -6.4601 1.2401
H 0.5909 -6.0631 0.0694
C -4.9110 6.9599 -1.7397
O -3.9134 6.0508 -1.2831
C -2.8643 5.6914 -2.2302
C -1.7418 4.9161 -1.5550
N -2.0875 3.6575 -0.9519
C -1.1228 2.7671 -0.3242
C -1.8343 1.7196 0.6135
O -2.3916 2.3474 1.7228
C -1.6017 2.6126 2.8784
H -5.6019 7.1060 -0.9094
H -5.4748 6.3636 -2.4572
H -4.6057 7.8998 -2.1996
H -2.5447 6.6104 -2.7215
H -3.3756 5.1383 -3.0181
H -1.3027 5.5088 -0.7525
H -0.9351 4.6656 -2.2440
H -2.9377 3.6195 -0.4080
H -0.4517 3.3351 0.3200
H -0.4600 2.1883 -0.9675
H -1.0360 1.0258 0.8770
H -2.4899 1.0587 0.0465
H -1.1775 1.6592 3.1933
H -2.1962 3.0796 3.6637
H -0.8076 3.3221 2.6461
C 3.4310 0.2889 0.2438
O 4.5217 0.9346 0.8821
C 5.6899 0.2063 1.1284
C 5.9189 0.0273 2.6788
N 4.7829 -0.4316 3.4555
C 4.6337 -1.8532 3.4991
C 3.7170 -2.3045 4.5850
O 2.3527 -1.9882 4.3417
C 1.4494 -2.1711 5.4530
H 2.8940 -0.4633 0.8217
H 3.6798 -0.1253 -0.7332
H 2.7349 1.0983 0.0238
H 6.5534 0.6290 0.6149
H 5.6426 -0.8232 0.7736
H 6.2543 1.0041 3.0275
H 6.7589 -0.6274 2.9107
H 3.9835 -0.0189 2.9965
H 5.6556 -2.1561 3.7275
H 4.3746 -2.3049 2.5416
H 3.9558 -1.9645 5.5927
H 3.8207 -3.3875 4.6513
H 0.4147 -2.0348 5.1383
H 1.6961 -1.4736 6.2534
H 1.5431 -3.1535 5.9159
O 1.0569 -1.0727 -0.3847
H 1.0045 -1.8961 -0.8700
H 0.9740 -1.3296 0.5336
O 0.7341 0.9930 0.3621
H 1.3337 1.4416 -0.2341
H 0.6315 0.1187 -0.0137
O 2.0029 -0.4789 -2.4141
H 1.5966 -0.9750 -1.7035
H 2.0046 0.4267 -2.1042
O 1.0578 1.9744 2.2476
H 1.9868 2.1353 2.0821
H 0.7623 1.4719 1.4884
C 0.8223 2.5735 -2.2096
C 2.3145 2.4105 -1.9098
O 2.4528 1.2929 -1.0947
H 0.2959 1.6716 -2.5217
H 0.7051 3.3675 -2.9471
H 0.4526 2.9393 -1.2516
H 2.7823 3.2602 -1.4124
H 2.6808 2.2819 -2.9283
H 3.3769 1.2110 -0.8479
C -0.5483 -0.2849 -2.4250
C -1.3968 0.5039 -3.4331
O -1.8027 -0.2767 -4.5606
H -1.0691 -1.0616 -1.8652
H -0.1765 0.4549 -1.7161
H 0.3370 -0.7737 -2.8317
H -0.8580 1.3650 -3.8284
H -2.3095 0.8350 -2.9376
H -2.4514 -0.8687 -4.1730

# 2
54
Properties=species:S:1:pos:R:3 method="wB97M-V/def2-TZVPD" spin_multiplicity=2 total_charge=+1 lumo_energy_ev="-3.379 / -3.510" homo_energy_ev="-11.433 / -11.634" gap_ev="8.1 / 8.1" s2=1.06
Co 0.9129 0.9217 -0.6691
O -0.2046 1.9229 3.0570
C 0.1606 1.8569 1.9071
N 0.9356 0.9230 1.2880
C 1.8419 0.0947 1.8785
O 1.8848 -0.3325 3.0079
C 2.9760 -0.1550 0.8922
C 4.0391 -0.9655 1.2456
C 5.1043 -1.0942 0.3665
C 5.0761 -0.3897 -0.8274
C 3.9670 0.3876 -1.1173
N 2.9309 0.4942 -0.2865
C -0.1016 2.9935 0.9268
C -0.9068 4.0562 1.2944
C -1.0515 5.1215 0.4183
C -0.3648 5.0961 -0.7861
C 0.4095 3.9881 -1.0887
N 0.5289 2.9495 -0.2621
H 4.0126 -1.4628 2.2053
H 5.9489 -1.7227 0.6162
H 5.9000 -0.4322 -1.5255
H 3.9104 0.9487 -2.0420
H -1.3879 4.0271 2.2623
H -1.6787 5.9643 0.6772
H -0.4194 5.9204 -1.4829
H 0.9590 3.9347 -2.0206
O -5.4497 -1.3020 0.0321
C -5.1844 0.0821 0.0649
C -3.7666 0.3116 -0.3680
C -3.3593 1.5284 -0.9006
C -2.0305 1.7030 -1.2292
N -1.1162 0.7468 -1.0781
C -1.5097 -0.4530 -0.6124
C -2.8197 -0.6967 -0.2425
C -0.4601 -1.4910 -0.6072
C -0.6673 -2.7832 -0.1628
C 0.3360 -3.7326 -0.3142
C 0.1103 -5.1504 0.1503
O -0.7156 -5.2296 1.2871
C 1.5172 -3.3409 -0.9316
C 1.6669 -2.0212 -1.3117
N 0.7169 -1.1051 -1.1386
H -6.3467 -1.4654 0.3365
H -5.2922 0.4826 1.0816
H -5.8600 0.6444 -0.5873
H -4.0627 2.3353 -1.0569
H -1.6899 2.6431 -1.6434
H -3.1318 -1.6607 0.1300
H -1.5919 -3.0737 0.3158
H 1.0696 -5.6555 0.2939
H -0.4220 -5.6822 -0.6419
H -0.2311 -4.9504 2.0710
H 2.3187 -4.0472 -1.1032
H 2.5886 -1.6835 -1.7684

Asked for max |F| across the records above, the calculation gives 12.462, 1.158 eV/Å in order.
Asked for electronic energy across the records above, the calculation gives -64925.902, -78476.022 eV in order.